Computed, not measured: one molecule with the formula C10H13NO3 in a non-equilibrium geometry, with ωB97M-V with the def2-TZVPD basis set.

XYZ file:
```
27
Properties=species:S:1:pos:R:3:forces:R:3
C 3.1082 0.4634 0.7261 -1.859 -2.222 -0.947
C 2.0841 -0.3149 1.1482 0.158 1.481 1.404
C 3.3841 0.0929 -0.7016 -0.214 -0.938 -0.439
C -0.2638 -2.2063 0.1599 1.598 -0.632 0.154
C 1.2382 -2.5983 0.2973 -1.160 0.017 2.895
C 1.6044 -1.1883 0.0757 -1.561 1.766 -1.494
C -2.0752 -0.0018 -0.8500 -1.995 -1.424 1.339
C -0.7739 0.9388 1.0000 -0.859 1.494 3.259
C 0.0061 1.3626 -1.1969 -1.097 -2.750 -2.191
C -0.6932 0.2764 -0.3462 -0.730 3.186 -0.335
N 0.0312 -0.9369 -0.3870 2.893 -2.130 1.661
O 4.1633 0.4172 -1.5561 -0.663 0.167 1.317
O -1.2168 -2.8702 0.4384 -0.724 0.752 -0.193
O 2.4683 -0.9307 -0.9662 0.574 -0.019 -1.249
H 3.6097 1.1954 1.2461 1.039 1.438 1.016
H 1.5328 -0.2850 2.1169 0.880 0.026 -0.807
H 1.6212 -3.1722 1.1808 -0.692 1.032 -0.257
H 1.5322 -3.1896 -0.4671 0.823 -1.685 -2.915
H -2.0865 -0.5863 -1.7556 -0.034 0.023 -0.439
H -2.4838 -0.6417 -0.0558 0.051 -0.722 -0.329
H -2.9299 0.6976 -0.7928 1.243 0.816 -0.613
H 0.1262 1.5662 1.1860 -0.474 -0.381 -0.120
H -0.8130 0.2521 1.8981 -0.277 0.399 -1.029
H -1.6711 1.7016 1.1409 1.668 -1.714 -0.616
H 1.0157 1.4263 -0.8833 0.940 0.655 0.246
H -0.0041 0.8647 -2.2209 0.197 1.290 0.761
H -0.5758 2.2788 -1.1619 0.276 0.075 -0.079
```
Forces are in eV/Å.

Properties
SMILES: CC(C)(C)N1C(=O)C[C@]12C=CC(=O)O2
energy relative to the best compared isomer or geometry (same formula, charge and spin): 238.9 kJ/mol
E_HOMO: -9.746 eV
spin multiplicity: 1
HOMO-LUMO gap: 9.37 eV

Computed, not measured: a 2-piece molecular cluster, C10H13O2 overall in a non-equilibrium geometry, with ωB97M-V with the def2-TZVPD basis set.

XYZ file:
```
25
Properties=species:S:1:pos:R:3:forces:R:3
C 1.0564 1.2737 1.6189 -1.096 -2.751 -5.308
C 1.4501 2.0308 2.7870 3.487 -1.243 0.892
C 0.7388 2.1284 0.3682 2.649 1.037 1.865
O -0.3526 1.8793 -0.1920 -1.613 -0.264 -1.081
O 1.4740 3.0279 -0.0326 -0.513 -0.288 -0.275
H 1.8542 0.5052 1.0869 -1.595 1.872 1.833
H 0.1202 0.6631 1.6500 0.751 0.033 0.876
H 1.9282 1.1923 3.3783 -0.566 1.357 0.363
H 0.6887 2.5422 3.3084 -0.858 0.419 0.526
H 2.2946 2.7006 2.5132 -0.687 -0.164 0.290
C -2.8763 -0.8927 -1.5769 3.090 3.730 -2.004
C 0.8984 -2.0352 -0.0318 -0.772 -0.523 -0.399
C -0.2232 -2.5129 0.5836 -0.758 -1.045 0.366
C 0.8871 -1.3882 -1.2504 1.045 0.722 0.373
C -1.4358 -2.2458 -0.0558 3.080 1.793 -0.505
C -0.2568 -0.8711 -1.7913 -1.724 -1.514 1.837
C -1.4294 -1.3184 -1.1142 -2.127 0.689 -1.238
H 1.7859 -2.3425 0.3829 2.292 -0.428 0.716
H -0.1316 -3.2131 1.4730 -0.275 1.133 -1.162
H 1.8570 -1.2375 -1.6666 0.479 0.389 -0.566
H -2.2616 -2.6808 0.3583 -2.530 -0.675 0.597
H -0.3028 -0.2330 -2.6457 -0.029 0.197 -0.371
H -3.4006 -1.7534 -1.5886 -2.464 -2.410 0.235
H -2.9761 -0.3899 -2.6197 0.844 -1.379 1.133
H -3.2835 -0.0224 -1.0574 -0.111 -0.690 1.004
```
Forces are in eV/Å.

Properties
energy relative to the best compared isomer or geometry (same formula, charge and spin): 171.1 kJ/mol
E_HOMO (spin up / spin down): -9.101 / -9.096 eV
spin multiplicity: 2
HOMO-LUMO gap (spin up / spin down): 9.90 / 6.16 eV
⟨S²⟩: 0.75

Computed, not measured: a 2-piece molecular cluster, C10H13O2 overall in a non-equilibrium geometry, with ωB97M-V with the def2-TZVPD basis set.

XYZ file:
```
25
Properties=species:S:1:pos:R:3:forces:R:3
C 0.4817 -2.5691 1.0854 -0.306 0.201 0.481
C -0.7554 -2.3417 1.9850 0.251 -0.889 -0.320
C 0.1345 -2.9251 -0.3504 0.202 0.110 0.822
O -0.4447 -1.9004 -0.9316 -0.129 -0.061 -0.385
O 0.3378 -3.9757 -0.8980 -0.090 -0.114 -0.325
H 1.0973 -1.6726 1.0907 0.070 0.155 -0.135
H 1.0801 -3.3795 1.4951 0.076 -0.152 -0.212
H -1.4632 -1.6659 1.5228 0.015 0.434 0.155
H -0.4166 -2.0120 2.9692 -0.246 0.171 -0.155
H -1.2901 -3.2923 2.1128 0.144 0.165 0.054
C -1.7322 2.5696 0.2776 -0.418 -0.035 0.050
C 1.8480 1.4374 -0.2872 -0.482 0.129 0.441
C 0.7021 1.9747 0.3133 0.953 -0.344 -0.204
C 1.7862 0.9003 -1.5606 0.026 0.168 -0.440
C -0.5040 2.0021 -0.3735 -0.311 -0.088 0.379
C 0.5782 0.9141 -2.2465 -0.073 0.342 0.301
C -0.5581 1.4500 -1.6429 0.468 -0.219 -0.484
H 2.7751 1.4489 0.2711 0.069 -0.042 -0.071
H 0.8190 2.3471 1.3282 -0.340 0.127 -0.136
H 2.6797 0.5365 -2.0551 -0.037 -0.090 0.118
H 0.5162 0.5633 -3.2658 0.019 -0.200 -0.016
H -2.6129 2.5009 -0.3682 0.174 -0.075 0.018
H -1.6108 3.6209 0.5259 0.117 0.132 0.055
H -1.4795 1.4250 -2.2054 -0.209 0.136 0.084
H -1.9684 2.0434 1.2080 0.056 0.040 -0.077
```
Forces are in eV/Å.

Properties
energy relative to the best compared isomer or geometry (same formula, charge and spin): 0.0 kJ/mol
E_HOMO (spin up / spin down): -9.185 / -9.183 eV
spin multiplicity: 2
HOMO-LUMO gap (spin up / spin down): 9.99 / 6.44 eV
⟨S²⟩: 0.75

Computed, not measured: C10H13O5 as an isolated structure in a non-equilibrium geometry, with ωB97M-V with the def2-TZVPD basis set.

XYZ file:
```
28
Properties=species:S:1:pos:R:3:forces:R:3
C -0.3247 1.4133 0.4969 0.282 -0.331 0.261
C -0.8374 0.3047 1.2014 -0.145 -4.431 0.280
C 0.3560 1.2388 -0.8026 -1.421 1.255 -0.700
C -0.4811 2.6957 1.1690 -0.654 -0.311 0.126
C 0.7289 -0.1293 -1.3044 0.347 -0.780 3.054
C -0.5882 -1.4693 0.2161 0.233 2.923 2.422
C 0.8080 -1.3670 -0.3864 -0.414 -0.838 -1.257
C 0.5557 3.7216 0.9526 0.661 1.327 1.443
C -1.9043 -1.4604 -0.5565 1.778 0.987 0.287
C 1.1886 -2.6959 -1.2073 -0.426 2.911 0.220
O -1.3766 -0.0412 2.2889 1.087 1.964 -2.783
O 0.4466 2.1425 -1.6791 0.293 -0.977 1.886
O -1.3960 2.8986 1.9536 0.057 0.224 0.070
O -0.6296 -2.2602 1.3448 -0.138 -1.098 -0.798
O 1.8438 -1.2935 0.5928 -0.575 1.420 0.222
H 0.0026 -0.3561 -1.9744 -2.532 -0.653 -2.144
H 1.5393 -0.0409 -1.9213 2.631 0.382 -1.256
H 1.2018 3.8805 1.8424 -0.666 -0.255 -0.090
H 0.1292 4.6782 0.7178 -0.478 0.528 0.014
H 1.2201 3.5077 0.1889 1.148 -0.686 -1.698
H -1.8594 -0.5759 -1.1929 -0.675 -0.140 -0.103
H -2.6215 -1.3650 0.2262 -0.892 0.510 0.410
H -2.1940 -2.3277 -1.0853 0.092 -1.244 -0.940
H 1.9847 -2.4138 -1.9293 -0.709 -0.516 0.109
H 0.2693 -3.1328 -1.5915 0.294 -0.076 -0.486
H 1.5954 -3.2847 -0.4420 0.591 -1.296 0.823
H -1.3583 -1.8358 1.8240 0.098 0.158 0.917
H 1.7011 -0.4323 1.0576 0.135 -0.957 -0.287
```
Forces are in eV/Å.

Properties
energy relative to the best compared isomer or geometry (same formula, charge and spin): 11.6 kJ/mol
E_HOMO: -3.980 eV
spin multiplicity: 1
HOMO-LUMO gap: 7.44 eV
charge: -1

Computed, not measured: C10H13S2 as an isolated structure in a non-equilibrium geometry, with ωB97M-V with the def2-TZVPD basis set.

XYZ file:
```
25
Properties=species:S:1:pos:R:3:forces:R:3
C 3.4294 -1.2752 0.0265 1.219 1.239 -1.944
C 3.1040 -0.3075 -1.0095 2.366 -2.858 0.488
C 2.6317 -1.3945 1.1045 -1.152 -0.261 0.344
C 1.9257 0.2958 -1.0425 -2.807 1.194 2.165
C 1.4037 -0.7181 1.1488 -1.001 1.004 1.946
C 1.0806 0.0978 0.1195 -0.566 0.628 -2.643
C 0.1617 2.5396 0.4564 2.353 -2.403 -1.227
C -3.0414 -1.0576 0.1967 -0.689 -1.733 -0.621
C -1.9256 -1.0655 1.1375 -0.329 -2.060 -1.983
C -1.3951 0.3110 -1.6869 -0.781 -1.952 1.464
S -1.8509 -1.3018 -1.2073 0.240 0.307 0.480
S -0.5092 1.0227 0.0872 1.751 2.542 1.138
H 4.3951 -1.8110 -0.1001 -0.923 0.362 0.380
H 3.8399 -0.2495 -1.7930 -0.024 0.406 -0.292
H 2.8248 -2.0585 1.9037 0.536 -0.554 0.691
H 1.5850 1.0698 -1.7164 0.347 -0.238 -0.504
H 0.7696 -0.6206 2.0989 1.027 -0.737 -1.449
H -0.3049 3.4715 0.6370 -1.123 0.378 0.038
H 1.2992 2.6060 0.2625 -2.073 -0.150 0.415
H -3.6674 -1.9618 0.1333 0.278 0.256 0.218
H -3.7131 -0.1851 0.0600 0.870 -0.288 0.495
H -1.8824 -0.1908 1.6115 0.664 2.891 2.405
H -1.1506 -1.8330 1.3495 -1.389 0.187 -0.237
H -0.6825 0.0616 -2.3958 1.702 0.332 -1.590
H -2.2893 0.7332 -2.0596 -0.496 1.508 -0.176
```
Forces are in eV/Å.

Properties
energy relative to the best compared isomer or geometry (same formula, charge and spin): 333.7 kJ/mol
E_HOMO (spin up / spin down): -11.826 / -11.475 eV
spin multiplicity: 1
HOMO-LUMO gap (spin up / spin down): 7.00 / 6.14 eV
charge: +1

Computed, not measured: C10H14BBeClN6O4 as an isolated structure in a non-equilibrium geometry, with ωB97M-V with the def2-TZVPD basis set.

XYZ file:
```
37
Properties=species:S:1:pos:R:3:forces:R:3
H -0.0239 3.1478 0.8040 -0.043 -0.116 0.313
N 0.2645 1.7130 -0.7440 0.223 2.139 -1.226
B 0.7435 0.7872 -3.1251 -1.067 -0.759 -0.400
N 0.6012 1.9371 -2.1053 0.102 -0.467 0.844
C 0.7695 3.2512 -2.3710 -0.502 -1.205 1.196
Be 0.1248 0.1114 -0.1040 1.705 0.521 -0.796
H 1.0371 3.5763 -3.3712 -0.077 -0.158 0.288
C 0.5258 3.9646 -1.2008 -0.192 -1.168 0.430
H 0.5665 5.0332 -1.0944 -0.031 -0.022 0.221
C 0.2195 2.9851 -0.2265 0.203 -0.374 -1.005
H 1.1906 1.2002 -4.1452 0.281 0.171 -0.124
C -2.1452 -2.8699 1.5615 -0.583 0.025 0.112
H -2.4625 -3.1897 2.5519 -0.076 0.035 -0.022
H -1.1625 -3.2615 1.3881 0.626 0.004 -0.122
H -2.8146 -3.2698 0.8061 -0.134 -0.085 -0.027
N -0.6714 0.1971 -3.4717 -0.319 -0.266 1.101
N 1.6411 -0.3369 -2.5591 -0.241 0.237 1.000
N -1.4730 -0.3220 -2.4655 -0.405 0.178 -1.193
N 1.4808 -0.7750 -1.2353 0.569 -0.235 -0.805
C -1.2944 0.1618 -4.6676 -1.089 -0.530 1.097
C 2.6587 -0.9765 -3.1779 -0.780 0.015 1.420
H -0.7891 0.5274 -5.5391 0.002 0.060 -0.231
H 2.9108 -0.7436 -4.2059 -0.094 -0.023 0.268
C -2.5765 -0.3841 -4.4769 1.626 0.331 1.278
C 3.2069 -1.8787 -2.2691 -0.876 0.582 0.476
C -2.6359 -0.6755 -3.0778 1.544 0.821 -0.945
C 2.4541 -1.7146 -1.0819 -0.292 0.547 -0.908
H -3.3098 -0.5344 -5.2277 -0.489 -0.158 -0.325
H 4.0256 -2.5432 -2.4557 0.118 -0.143 0.148
H -3.4696 -1.1089 -2.5541 0.117 -0.019 0.290
H 2.5883 -2.2275 -0.1515 -0.089 -0.074 0.292
H -2.1790 -1.7844 1.5257 0.187 0.051 0.039
O -1.2846 -0.3393 4.0956 -1.493 -0.340 -0.318
Cl 0.0012 0.0013 3.6394 -0.099 -0.150 0.142
O 0.3506 1.2841 4.0983 0.437 1.542 -0.312
O 0.9333 -0.9468 4.0974 1.148 -1.057 -0.334
O -0.0022 0.0036 2.1312 0.085 0.091 -1.864
```
Forces are in eV/Å.

Properties
energy relative to the best compared isomer or geometry (same formula, charge and spin): 273.7 kJ/mol
E_HOMO: -9.446 eV
spin multiplicity: 1
HOMO-LUMO gap: 8.62 eV

Computed, not measured: C10H14BCdFN6 as an isolated structure in a non-equilibrium geometry, with ωB97M-V with the def2-TZVPD basis set.

XYZ file:
```
33
Properties=species:S:1:pos:R:3:forces:R:3
H 1.5292 -3.0801 0.5445 -0.358 0.082 0.161
N -0.4014 -2.2234 0.1648 0.973 -0.014 -1.284
B -2.7256 -1.7774 -0.9184 1.347 0.526 -0.339
N -1.5189 -2.6912 -0.4894 0.609 -0.704 1.638
C -1.4204 -4.0294 -0.5970 0.684 0.253 0.279
Cd -0.2763 -1.4266 2.3515 0.424 1.330 -1.864
H -2.2552 -4.6375 -0.9196 0.206 0.178 -0.263
C -0.1626 -4.4112 -0.1341 -0.007 -0.624 -0.336
H 0.1954 -5.4181 -0.0294 0.132 -0.120 -0.265
C 0.4985 -3.2392 0.2370 -1.826 -0.327 0.240
H -3.6857 -2.4329 -1.2067 -0.056 -0.025 0.193
C 0.7930 2.5535 -0.4798 -0.192 -0.134 0.128
H 1.3623 3.3893 -0.0684 -0.119 -0.009 -0.215
H 0.0785 2.1972 0.2694 0.141 0.015 -0.193
H 0.2526 2.8095 -1.3909 -0.005 0.274 0.161
N -2.2796 -0.9264 -2.1418 0.944 0.738 0.437
N -2.9507 -0.8782 0.3236 -0.155 -0.206 1.743
N -1.1526 -0.1381 -2.0144 -0.386 -0.236 -0.299
N -1.9467 -0.3153 1.0773 -0.355 1.551 -0.336
C -2.8142 -0.7711 -3.3727 0.633 0.447 -0.051
C -4.1397 -0.5687 0.8773 0.721 0.479 0.498
H -3.6972 -1.3029 -3.6585 -0.265 -0.140 -0.110
H -5.0565 -1.0393 0.5693 -0.022 0.152 -0.338
C -2.0243 0.1254 -4.0787 -0.133 -0.333 0.485
C -3.9152 0.3206 1.9240 -0.404 0.103 -0.211
C -0.9922 0.4881 -3.1792 -0.863 -0.700 0.247
C -2.5370 0.5421 1.9478 -0.752 -1.595 -0.254
H -2.1745 0.4579 -5.0844 -0.033 0.078 -0.243
H -4.6556 0.6937 2.6037 -0.139 0.313 -0.046
H -0.1647 1.1684 -3.3516 -0.148 -0.176 0.186
H -1.9726 1.2394 2.5491 0.202 -0.254 0.069
H 1.4648 1.7445 -0.7402 0.155 -0.174 0.130
F 1.3942 -0.4197 2.9683 -0.954 -0.747 0.053
```
Forces are in eV/Å.

Properties
energy relative to the best compared isomer or geometry (same formula, charge and spin): 77.4 kJ/mol
E_HOMO: -8.425 eV
spin multiplicity: 1
HOMO-LUMO gap: 6.49 eV

Computed, not measured: C10H14BIN6Pt as an isolated structure in a non-equilibrium geometry, with ωB97M-V with the def2-TZVPD basis set.

XYZ file:
```
33
Properties=species:S:1:pos:R:3:forces:R:3
C -2.6847 -0.2833 -2.1437 1.319 0.092 1.648
N -1.5156 -0.1060 -1.5063 -2.584 -0.298 -1.586
N -0.5322 0.2074 -2.4067 -0.151 0.167 -2.447
C -1.0725 0.1141 -3.6503 3.317 0.716 1.645
C -2.4258 -0.2226 -3.5028 -2.319 -0.214 -0.665
B 0.8916 0.5896 -1.8521 -0.337 0.314 0.097
N 0.6289 1.5007 -0.5781 1.293 1.868 0.080
N -0.2641 1.0973 0.3784 -0.346 1.460 2.713
C -0.2534 1.9400 1.4315 -0.814 -1.617 -1.240
C 0.6828 2.9190 1.1440 -0.487 1.234 2.212
C 1.2382 2.6101 -0.0997 -0.002 -2.023 -2.965
Pt -1.2059 -0.6977 0.3966 -0.762 0.783 0.728
N 1.4010 -0.7137 -1.1979 2.502 -1.209 -0.776
N 0.6761 -1.2421 -0.1679 1.804 -2.443 1.702
C 1.3904 -2.2004 0.4439 -1.842 1.168 -0.308
C 2.5645 -2.3700 -0.2785 0.792 -1.871 1.508
C 2.5493 -1.4107 -1.2840 -1.729 2.895 -1.993
H 0.9831 -2.6733 1.3259 0.252 -0.315 -0.047
H 3.2436 -1.1652 -2.0609 0.600 -0.056 -0.247
H 3.3121 -3.1156 -0.0905 0.449 -0.245 -0.018
H 1.6238 1.1180 -2.6294 -0.168 -0.302 0.115
H 2.0201 3.0948 -0.6590 0.197 0.274 -0.113
H -0.4477 0.2727 -4.5277 -0.275 0.047 -0.052
H 0.9096 3.7520 1.7857 0.276 0.348 0.058
H -3.1616 -0.4062 -4.2674 -0.017 -0.009 -0.437
H -0.9271 1.7549 2.2665 0.304 0.304 -0.004
H -3.5576 -0.4645 -1.5382 -0.365 -0.152 -0.398
H -0.4764 -0.5537 3.6566 0.172 -0.060 -0.062
C -0.6751 -0.3699 4.7213 -0.288 0.302 0.123
H 0.1247 0.2569 5.1435 -0.233 -0.402 -0.100
H -1.6221 0.1852 4.8059 0.232 -0.234 0.085
H -0.7568 -1.3317 5.2479 0.116 0.418 -0.129
I -2.6615 -2.0861 1.6934 -0.904 -0.943 0.875
```
Forces are in eV/Å.

Properties
E_HOMO (spin up / spin down): -23.161 / -23.495 eV
spin multiplicity: 5
HOMO-LUMO gap (spin up / spin down): 6.26 / 5.19 eV
⟨S²⟩: 6.46
charge: +4

no.,energy (eV)
1,-18211.5745
2,-14672.2426
3,-14674.0159
4,-20817.9971
5,-32238.4335
6,-41322.2171
7,-27495.4685
8,-31508.1541